Record 1
{
  "formula": "H3N2O2P",
  "method": "ωB97M-V/def2-TZVPD",
  "homo_ev": [-10.679, -10.282],
  "e_tot_ha": -602.939509,
  "de_lowest_kj_mol": 584.2,
  "largest_force_ev_per_a": 4.210,
  "homo_lumo_gap_ev": [8.72, 8.48],
  "species": ["H", "N", "H", "O", "H", "O", "P", "N"],
  "coordinates": [[-1.1858, -1.2376, -0.5541], [-0.5683, 1.5147, -0.9379], [-0.1470, 2.0832, -0.0975], [1.1981, -0.4823, 1.6617], [0.3141, 1.1925, -1.3776], [0.9454, -1.7886, -0.0671], [-1.1331, -0.3606, 0.6417], [0.5765, -0.9212, 0.7309]]
}

Record 2
{
  "formula": "H3N2O2P",
  "method": "ωB97M-V/def2-TZVPD",
  "homo_ev": [-10.674, -10.674],
  "e_tot_ha": -602.959684,
  "de_lowest_kj_mol": 531.3,
  "largest_force_ev_per_a": 4.458,
  "homo_lumo_gap_ev": [9.21, 9.21],
  "species": ["N", "H", "O", "H", "H", "P", "O", "N"],
  "coordinates": [[-0.4778, 0.5577, 1.0999], [0.1336, -1.8520, 0.7828], [0.3328, 0.4888, 2.0153], [1.4242, 0.1759, -1.3877], [-0.1387, 0.3984, -1.7011], [-0.8155, -0.9530, 0.1007], [-1.0616, 1.5258, 0.7533], [0.6029, -0.3416, -1.6632]]
}

Record 3
{
  "formula": "H3N2O2P",
  "method": "ωB97M-V/def2-TZVPD",
  "homo_ev": -9.378,
  "e_tot_ha": -602.958002,
  "de_lowest_kj_mol": 535.7,
  "largest_force_ev_per_a": 3.755,
  "homo_lumo_gap_ev": 8.10,
  "species": ["N", "O", "H", "H", "H", "P", "O", "N"],
  "coordinates": [[0.4899, 0.1634, 1.2117], [1.4360, -0.0960, 1.9692], [-1.6530, -0.7292, -1.3528], [-1.2278, 0.8199, -0.8411], [1.9110, -0.1297, -1.4739], [0.2739, -0.9639, -0.1857], [-0.1692, 1.1775, 1.4022], [-1.0607, -0.2421, -0.7296]]
}